Below is one molecule with the formula C5H9NO, with properties calculated with ωB97M-V with the def2-TZVPD basis set.

Summary:
- energy above the lowest of the compared OMol25 structures with the same formula, charge and spin (kcal per mole) = 25.0
- total charge = 0
- orbital gap (hartree) = 0.3746
- SMILES = C[C@H]1CN(C)C1=O

```
16
Properties=species:S:1:pos:R:3:forces:R:3
C 2.3668 -0.1565 0.1597 0.0 -0.1 0.0
C 0.9706 0.2918 -0.2247 0.1 0.1 0.0
C -0.1266 -0.5656 -0.9292 0.1 -0.1 -0.2
N -1.0272 -0.2042 0.1669 0.0 0.1 0.1
C -2.4414 0.0678 0.1851 -0.2 0.0 0.0
C -0.0631 0.4523 0.8915 -0.1 0.2 0.2
O -0.0927 0.9559 1.9888 0.0 0.0 -0.4
H 2.3523 -1.0095 0.8445 0.0 0.0 -0.1
H 2.8475 0.6763 0.6852 0.0 -0.2 0.0
H 2.9886 -0.4039 -0.7065 -0.1 0.0 0.1
H 1.0255 1.2509 -0.7536 0.0 -0.1 0.1
H -0.4509 -0.2030 -1.9138 0.1 0.0 0.2
H 0.0675 -1.6432 -0.9877 0.0 0.2 0.0
H -2.6109 0.8060 0.9753 -0.1 -0.1 -0.1
H -2.7535 0.5008 -0.7752 0.0 -0.1 0.2
H -3.0524 -0.8156 0.3938 0.1 0.1 -0.1
```
Positions in Å, forces in eV/Å.



Below is a 2-piece molecular cluster, C5H9NO overall, with properties calculated with ωB97M-V with the def2-TZVPD basis set.

Summary:
- energy above the lowest of the compared OMol25 structures with the same formula, charge and spin (kcal per mole) = 22.6
- total charge = 0
- orbital gap (hartree) = 0.3334
- SMILES = Cc1ccc[nH]1.O

```
16
Properties=species:S:1:pos:R:3:forces:R:3
C -0.1643 1.1938 1.4973 -0.3 0.6 -1.1
C -1.4057 0.7652 1.0433 0.9 0.6 1.3
N -1.1961 -0.4014 0.3871 0.2 -1.0 -0.9
C 0.1383 -0.6880 0.2731 0.6 0.4 0.3
C 0.8129 0.3395 0.9247 -0.3 -1.0 -0.4
C 0.6688 -1.8442 -0.5496 -0.7 0.5 0.7
H 0.0742 2.1346 1.9697 -0.3 -0.1 0.1
H -2.3629 1.2466 1.1482 -0.1 -0.3 0.1
H -1.8622 -1.0786 0.0620 -0.5 0.3 0.0
H 1.8818 0.4766 0.8571 0.0 0.0 0.4
H 0.1580 -1.8246 -1.5149 0.4 -0.1 -0.1
H 0.4749 -2.8226 -0.0864 0.2 0.3 0.0
H 1.7430 -1.6811 -0.6441 -0.1 -0.3 -0.3
H 0.0055 0.9880 -2.6555 0.2 0.1 -0.9
H 0.7363 0.6840 -1.4797 0.9 -0.2 -0.2
O 0.9141 0.7337 -2.4436 -1.1 0.2 1.0
```
Positions in Å, forces in eV/Å.



Below is C5H9NO as an isolated structure, with properties calculated with ωB97M-V with the def2-TZVPD basis set.

Summary:
- energy above the lowest of the compared OMol25 structures with the same formula, charge and spin (kcal per mole) = 33.6
- total charge = 0
- orbital gap (hartree) = 0.4057

```
16
Properties=species:S:1:pos:R:3:forces:R:3
C -1.0361 0.8706 1.8376 -0.1 0.0 0.0
C 0.3035 0.5049 1.2036 0.1 0.0 0.0
C 0.1276 -0.4453 0.0516 0.1 -0.1 0.4
O -0.6878 0.1094 -1.0211 -0.1 -0.1 -0.1
C 1.2639 -0.7066 -0.9512 0.1 0.0 0.0
C 0.1625 -0.4529 -1.9479 -0.1 -0.1 -0.4
N -0.1019 -0.7501 -3.1369 0.1 0.2 0.3
H -1.5783 -0.0275 2.1563 0.1 0.1 0.0
H -0.8932 1.5083 2.7144 0.0 -0.1 -0.1
H -1.6667 1.4044 1.1195 0.1 -0.1 0.1
H 0.9587 0.0170 1.9361 -0.1 0.1 -0.1
H 0.8196 1.4048 0.8469 -0.1 -0.1 0.1
H -0.3516 -1.3798 0.3690 0.1 0.1 0.1
H -1.0756 -0.4697 -3.2778 0.1 0.0 -0.4
H 1.7474 -1.6843 -0.9632 -0.1 0.1 -0.1
H 2.0080 0.0967 -0.9368 -0.1 -0.1 0.0
```
Positions in Å, forces in eV/Å.



Below is one molecule with the formula C5H9NO, with properties calculated with ωB97M-V with the def2-TZVPD basis set.

Summary:
- energy above the lowest of the compared OMol25 structures with the same formula, charge and spin (kcal per mole) = 25.2
- total charge = 0
- orbital gap (hartree) = 0.4260
- SMILES = C[C@@H](O)[C@@H](C)C#N

```
16
Properties=species:S:1:pos:R:3:forces:R:3
C -1.1709 -0.9689 -0.8896 0.0 0.0 0.0
C -0.8742 -0.1146 0.3298 0.0 0.1 -0.3
O -1.2705 -0.8724 1.4594 0.0 0.1 0.3
C 0.6256 0.3148 0.4853 0.0 0.0 0.0
C 1.5350 0.1569 -0.7417 0.0 0.0 -0.1
C 0.6730 1.7060 0.9642 0.0 0.9 0.3
N 0.6659 2.8097 1.3128 0.0 -1.1 -0.3
H -0.9531 -0.4275 -1.8152 0.0 -0.1 0.1
H -2.2344 -1.2231 -0.8811 0.2 0.0 0.0
H -0.5980 -1.9013 -0.8759 -0.1 0.1 0.0
H -1.4850 0.7974 0.2601 0.1 -0.1 0.0
H -1.2582 -0.2968 2.2351 -0.1 -0.1 -0.1
H 1.0283 -0.3198 1.2840 0.0 0.1 -0.1
H 2.5491 0.4852 -0.4951 -0.2 0.0 0.0
H 1.1842 0.7484 -1.5921 0.0 -0.1 0.1
H 1.5833 -0.8940 -1.0399 0.0 0.2 0.0
```
Positions in Å, forces in eV/Å.



What is the formula in the second record?
C5H9NO



Repeat the fourth record exactly.
Below is one molecule with the formula C5H9NO, with properties calculated with ωB97M-V with the def2-TZVPD basis set.

Summary:
- energy above the lowest of the compared OMol25 structures with the same formula, charge and spin (kcal per mole) = 25.2
- total charge = 0
- orbital gap (hartree) = 0.4260
- SMILES = C[C@@H](O)[C@@H](C)C#N

```
16
Properties=species:S:1:pos:R:3:forces:R:3
C -1.1709 -0.9689 -0.8896 0.0 0.0 0.0
C -0.8742 -0.1146 0.3298 0.0 0.1 -0.3
O -1.2705 -0.8724 1.4594 0.0 0.1 0.3
C 0.6256 0.3148 0.4853 0.0 0.0 0.0
C 1.5350 0.1569 -0.7417 0.0 0.0 -0.1
C 0.6730 1.7060 0.9642 0.0 0.9 0.3
N 0.6659 2.8097 1.3128 0.0 -1.1 -0.3
H -0.9531 -0.4275 -1.8152 0.0 -0.1 0.1
H -2.2344 -1.2231 -0.8811 0.2 0.0 0.0
H -0.5980 -1.9013 -0.8759 -0.1 0.1 0.0
H -1.4850 0.7974 0.2601 0.1 -0.1 0.0
H -1.2582 -0.2968 2.2351 -0.1 -0.1 -0.1
H 1.0283 -0.3198 1.2840 0.0 0.1 -0.1
H 2.5491 0.4852 -0.4951 -0.2 0.0 0.0
H 1.1842 0.7484 -1.5921 0.0 -0.1 0.1
H 1.5833 -0.8940 -1.0399 0.0 0.2 0.0
```
Positions in Å, forces in eV/Å.



total charge of number 1 (C5H9NO)?
0